No. 1
{"formula": "C9H26Br2CuN4O3", "method": "the ωB97M-V functional and the def2-TZVPD basis", "spin_multiplicity": 2, "charge": 0, "homo_lumo_gap_ev": [7.49, 6.33], "largest_force_ev_per_a": 2.29, "species": ["Cu", "Br", "Br", "C", "O", "N", "N", "H", "H", "H", "H", "C", "C", "C", "O", "C", "N", "H", "H", "H", "H", "H", "H", "H", "H", "H", "H", "H", "C", "C", "C", "O", "C", "N", "H", "H", "H", "H", "H", "H", "H", "H", "H", "H", "H"], "coordinates": [[0.6553, 1.2450, -0.0164], [3.0968, 1.4463, 1.3168], [1.5144, 1.9187, -2.4777], [-1.9645, -0.0072, -1.7343], [-1.2767, 0.4486, -0.8064], [-2.9928, 0.6550, -2.2884], [-1.7914, -1.3109, -2.1213], [-3.5305, 0.2198, -3.0089], [-3.2621, 1.5165, -1.8512], [-1.2616, -1.9558, -1.5577], [-2.4406, -1.7312, -2.7593], [-0.8017, 4.7749, 2.2418], [-0.1745, 3.4357, 1.7570], [-0.8295, 2.2228, 2.4541], [-0.3545, 1.0245, 1.8812], [-0.9540, -0.1093, 2.4372], [-0.2383, 3.2797, 0.2836], [-1.8531, 4.8298, 1.9540], [-0.2949, 5.5189, 1.6295], [-0.6771, 4.8222, 3.3180], [0.8872, 3.4051, 2.0056], [-1.9098, 2.3735, 2.3551], [-0.5477, 2.2548, 3.5081], [-0.5768, -1.0314, 1.9992], [-2.0443, -0.1476, 2.3405], [-0.7291, -0.1953, 3.5071], [0.1103, 4.1877, -0.0266], [-1.1879, 3.2902, -0.0892], [3.2243, -1.3870, -1.3563], [1.7268, -1.6606, -1.2484], [1.4960, -3.1287, -1.0115], [0.1070, -3.4826, -1.0329], [-0.0493, -4.8897, -0.9772], [1.1249, -0.8794, -0.1070], [3.4204, -0.3176, -1.3409], [3.5269, -1.7406, -2.3501], [3.8621, -1.9595, -0.6822], [1.2377, -1.3989, -2.1888], [1.9321, -3.3829, -0.0320], [2.0120, -3.8062, -1.6992], [-1.0654, -5.0748, -0.6410], [0.6892, -5.3628, -0.3239], [0.1207, -5.3276, -1.9676], [1.7664, -1.1224, 0.6544], [0.2976, -1.4595, 0.0531]], "atomic_forces_ev_per_a": [[1.228, 0.245, -1.150], [-0.739, 0.007, -0.094], [-0.518, -0.366, 0.878], [0.771, -1.359, 1.676], [-0.945, 0.258, -0.581], [0.195, 0.217, -0.112], [-0.327, 0.469, -0.499], [-0.308, 0.227, -0.100], [-0.046, 0.086, -0.325], [0.314, 0.148, -0.002], [-0.038, -0.043, -0.084], [0.385, -1.539, -1.114], [-0.712, -0.496, 0.568], [0.511, 1.396, -0.295], [-0.352, 0.136, -0.274], [-0.304, -1.055, 0.802], [0.252, 0.073, 0.466], [-0.133, -0.125, 0.242], [0.141, 0.555, 0.717], [0.067, 0.645, 0.026], [0.081, 0.105, -0.074], [-0.206, -0.610, -0.010], [-0.143, -0.062, 0.134], [0.232, 0.292, -0.323], [0.011, 0.393, -0.241], [0.069, 0.260, -0.012], [0.656, -0.635, -0.724], [-0.084, -0.409, 0.335], [-0.103, -0.273, -1.300], [0.431, 0.444, -0.236], [0.091, -0.861, 0.461], [0.426, 0.358, 0.293], [0.044, 0.072, -0.330], [0.161, -1.145, -0.443], [0.066, -0.009, 0.328], [0.015, 0.136, 0.012], [-0.263, 0.265, 0.521], [-0.051, 0.424, 0.170], [-0.232, -0.037, 0.147], [0.163, 0.476, -0.436], [0.029, -0.243, 0.021], [-0.191, 0.142, 0.322], [-0.194, 0.040, -0.039], [-0.158, 0.660, 0.230], [-0.292, 0.739, 0.450]], "nbo_charge": [1.39, -0.87, -0.76, 0.81, -0.76, -0.82, -0.84, 0.40, 0.41, 0.43, 0.38, -0.62, -0.09, -0.07, -0.58, -0.24, -0.85, 0.20, 0.22, 0.23, 0.24, 0.17, 0.19, 0.19, 0.18, 0.18, 0.39, 0.37, -0.63, -0.08, -0.08, -0.58, -0.25, -0.86, 0.28, 0.21, 0.21, 0.23, 0.16, 0.19, 0.19, 0.18, 0.17, 0.40, 0.37]}

=====

No. 2
{"formula": "C5H12BeClNdO2", "method": "the ωB97M-V functional and the def2-TZVPD basis", "spin_multiplicity": 4, "charge": -2, "homo_lumo_gap_ev": [3.96, 3.96], "largest_force_ev_per_a": 4.19, "species": ["Nd", "Cl", "C", "C", "H", "H", "H", "H", "H", "H", "Be", "C", "C", "H", "H", "H", "H", "H", "O", "C", "O", "H"], "coordinates": [[1.0814, -0.4716, -0.5705], [2.6456, -2.3730, -0.9766], [2.3142, 1.2479, -1.6689], [-0.2613, -1.0761, -2.5767], [2.0036, 1.6093, -2.6577], [2.5094, 2.1220, -1.0302], [3.2884, 0.7391, -1.8129], [-0.1464, -0.4663, -3.4942], [-1.3050, -0.9662, -2.2060], [-0.0740, -2.1388, -2.8327], [-1.1993, -0.0470, 1.4472], [-2.4397, -0.8252, 2.3736], [-1.4867, 0.8110, 0.0491], [-3.5016, -0.5771, 2.1712], [-2.2811, -1.9152, 2.2562], [-2.1766, -0.5156, 3.4047], [-2.4999, 0.6469, -0.3622], [-1.0563, 1.7757, -0.2828], [2.3178, 0.7054, 1.6887], [1.1893, 0.6550, 2.2245], [0.2802, -0.2807, 1.8546], [0.7981, 1.3405, 3.0016]], "atomic_forces_ev_per_a": [[-2.569, 1.497, -0.097], [1.398, -1.780, -0.110], [0.751, 0.639, -0.323], [-0.305, -0.339, -0.223], [-0.102, -0.031, 0.057], [0.022, 0.044, -0.022], [-0.050, 0.124, 0.011], [-0.033, -0.172, 0.226], [0.498, -0.074, -0.287], [-0.126, 0.186, -0.120], [-2.022, 1.081, -0.940], [-0.070, -0.607, 0.409], [0.613, 0.062, 0.487], [0.594, -0.071, 0.025], [-0.273, 0.076, 0.424], [-0.309, -0.351, 0.017], [0.317, 0.296, -0.087], [0.031, -0.297, -0.352], [-1.992, 0.247, 1.434], [-0.372, -2.101, -1.859], [3.546, 1.589, 1.569], [0.452, -0.019, -0.238]], "mulliken_spin": [3.04, 0.00, -0.02, -0.02, 0.00, 0.00, 0.00, 0.00, 0.00, 0.00, 0.00, 0.00, 0.00, 0.00, 0.00, 0.00, 0.00, 0.00, 0.00, 0.00, 0.00, 0.00]}

=====

No. 3
{"formula": "C3H10N", "method": "the ωB97M-V functional and the def2-TZVPD basis", "charge": 1, "homo_lumo_gap_ev": 10.08, "largest_force_ev_per_a": 2.03, "species": ["C", "H", "H", "H", "H", "C", "C", "N", "H", "H", "H", "H", "H", "H"], "coordinates": [[-2.9019, 0.7983, -1.4128], [-2.3240, -0.0476, -1.0486], [-3.1843, 1.4775, -0.6085], [-3.8430, 0.5499, -1.8867], [-2.2171, 1.3914, -2.0197], [1.1064, -1.3164, 0.2453], [2.2102, 0.2699, 1.6678], [1.6207, 0.0854, 0.5615], [0.7772, -1.3274, -0.7885], [0.2619, -1.4013, 0.9182], [1.9700, -1.9655, 0.3283], [2.4666, -0.5683, 2.2525], [2.5808, 1.2526, 1.9348], [1.4764, 0.8012, -0.1436]], "atomic_forces_ev_per_a": [[0.366, 0.944, 0.449], [-0.410, -0.239, 0.139], [0.155, -0.245, 0.377], [0.258, -0.351, -0.453], [-0.345, -0.115, -0.504], [0.334, 1.707, -0.520], [0.534, 1.565, -1.174], [-0.195, -1.572, -0.046], [-0.126, 0.038, 0.000], [0.078, -0.841, 0.034], [-0.327, -0.415, 0.444], [-0.133, -0.889, 0.887], [-0.118, 0.049, 0.033], [-0.070, 0.364, 0.334]], "nbo_charge": [-0.85, 0.19, 0.22, 0.24, 0.21, -0.43, 0.14, -0.38, 0.25, 0.25, 0.25, 0.22, 0.24, 0.45]}

=====

No. 4
{"formula": "C3H3FO2Pd", "method": "the ωB97M-V functional and the def2-TZVPD basis", "spin_multiplicity": 4, "charge": 1, "homo_lumo_gap_ev": [6.47, 6.59], "largest_force_ev_per_a": 5.38, "species": ["H", "H", "O", "O", "C", "C", "C", "H", "F", "Pd"], "coordinates": [[-0.6861, 0.8779, 0.8275], [-0.9937, 0.7669, -1.1592], [1.0231, 0.2653, -1.2708], [1.1865, -0.8554, 0.5732], [-0.0825, 0.8769, -0.5650], [-0.0624, -0.3353, 0.8901], [1.6797, -0.6760, -0.6623], [0.1919, 1.9244, -0.4114], [-1.1871, -0.7421, 0.2073], [-1.0695, -2.1025, 1.5704]], "atomic_forces_ev_per_a": [[2.854, -1.480, 0.932], [0.233, -0.001, 0.314], [-0.481, -0.471, 0.965], [-1.239, 0.423, 0.464], [1.020, 2.887, -1.978], [-0.354, 2.951, 0.765], [0.602, 0.330, -0.990], [0.041, -0.141, 0.186], [-2.793, -1.497, -4.343], [0.117, -3.001, 3.685]], "nbo_charge": [0.39, 0.26, -0.43, -0.50, -0.16, 0.27, 0.60, 0.25, -0.36, 0.69]}